Arrangement w

Density functional theory data (ωB97M-V with the def2-TZVPD basis set) for a cluster of 2 separate species, C3H8NO2S in total.

Values from the calculation:
- Total charge: -1
- HOMO energy: -3.02 eV
- Gap between HOMO and LUMO: 0.228 Ha
- E_LUMO: 0.118 Eh

Last column: natural (NBO) charge in e.
Cartesian coordinates (Å):
S1 -0.17 1.27 0.84  -0.69
O1 3.42 3.84 -2.59  -0.95
O2 -0.94 -3.35 1.14  -0.70
N1 -0.28 -1.46 2.20  -0.84
C1 -1.30 0.14 -0.06  -0.52
C2 -0.83 -1.34 -0.16  -0.51
C3 -0.67 -2.14 1.10  0.67
H1 2.57 3.56 -2.19  0.49
H2 0.12 -1.37 -0.70  0.22
H3 -2.35 0.05 0.24  0.17
H4 -0.03 -0.49 2.15  0.42
H5 -1.26 0.50 -1.09  0.19
H6 -1.50 -1.91 -0.80  0.21
H7 -0.02 -1.90 3.07  0.37
H8 3.23 4.59 -3.17  0.46



Arrangement x

Density functional theory data (ωB97M-V with the def2-TZVPD basis set) for the ion C3H8NO2S with charge -1.

Values from the calculation:
- Total charge: -1
- HOMO energy: -3.14 eV
- Gap between HOMO and LUMO: 0.263 Ha
- E_LUMO: 0.147 Eh

Last column: natural (NBO) charge in e.
Cartesian coordinates (Å):
S1 2.85 0.09 -0.56  1.57
O1 2.93 1.46 -1.12  -1.04
O2 3.84 -0.20 0.55  -1.06
N1 1.28 -0.03 0.34  -0.66
C1 1.22 -1.19 1.09  -0.42
C2 -1.08 0.66 0.44  -0.62
C3 0.17 0.29 -0.48  -0.22
H1 -1.97 0.18 0.07  0.18
H2 -1.25 1.73 0.61  0.20
H3 -0.91 0.15 1.40  0.20
H4 0.58 -1.23 1.86  0.16
H5 0.46 1.10 -1.15  0.23
H6 -0.21 -0.60 -1.13  0.12
H7 2.21 -1.36 1.55  0.25
H8 0.82 -2.04 0.46  0.12



Energies in kJ/mol, measured from the most stable structure: arrangement w 0.0; arrangement x 161.7.



Arrangement w

Density functional theory data (ωB97M-V with the def2-TZVPD basis set) for a cluster of 2 separate species, C13H30N7OPS in total.

Values from the calculation:
- HOMO energy: -4.10 eV
- Gap between HOMO and LUMO: 0.053 Ha
- E_LUMO: -0.098 Eh

Last column: natural (NBO) charge in e.
Cartesian coordinates (Å):
S1 -0.58 0.06 -5.91  0.26
P1 2.13 1.99 -4.04  1.16
O1 -0.98 0.22 6.43  -0.92
N1 0.12 1.54 -2.04  -0.50
N2 3.08 -1.43 1.93  -0.88
N3 3.07 2.37 -2.74  -1.26
N4 -0.64 0.51 -4.22  -0.51
N5 -3.15 -2.05 -3.48  -0.64
N6 1.92 0.44 0.36  -0.70
N7 2.26 -1.89 -0.38  -0.66
C1 -1.77 0.22 -3.27  0.13
C2 -0.30 0.31 1.81  -0.45
C3 0.75 -0.94 5.42  -0.63
C4 2.41 -0.96 0.65  0.57
C5 1.08 1.26 6.58  -0.62
C6 -1.09 -0.28 0.50  -0.42
C7 -1.22 0.87 -1.87  0.24
C8 -1.91 0.90 -0.36  -0.46
C9 1.13 1.05 1.49  -0.25
C10 -3.77 -2.64 -4.74  -0.44
C11 -3.21 -0.54 -3.45  -0.26
C12 0.11 0.43 5.72  0.13
C13 0.44 1.27 -3.49  0.09
H1 -3.05 0.60 -0.54  0.25
H2 0.93 2.18 1.19  0.18
H3 -0.09 -0.59 2.53  0.26
H4 -0.09 -1.26 -5.93  0.16
H5 1.32 0.77 7.53  0.19
H6 2.51 -2.27 2.24  0.39
H7 -3.87 -0.25 -2.50  0.24
H8 2.00 3.22 -4.81  0.02
H9 2.67 -2.78 -0.01  0.33
H10 -1.00 1.13 2.32  0.25
H11 -3.83 -0.10 -4.38  0.24
H12 2.80 1.03 0.31  0.39
H13 2.02 1.41 6.05  0.15
H14 -2.18 -2.41 -3.30  0.38
H15 0.97 -1.51 6.33  0.20
H16 -3.33 -3.69 -5.00  0.22
H17 -4.92 -2.80 -4.51  0.21
H18 1.69 -0.80 4.87  0.15
H19 1.77 1.08 2.47  0.24
H20 0.04 0.95 4.76  0.04
H21 3.99 -1.87 1.60  0.38
H22 0.09 -1.55 4.79  0.18
H23 2.90 0.97 -4.76  0.02
H24 -0.40 -0.88 -0.22  0.24
H25 -1.81 1.94 0.17  0.25
H26 0.67 2.25 6.81  0.19
H27 0.67 2.06 -1.32  0.51
H28 3.33 3.38 -2.76  0.38
H29 -3.72 -1.91 -5.66  0.18
H30 -1.95 -1.04 0.84  0.24



Arrangement x

Density functional theory data (ωB97M-V with the def2-TZVPD basis set) for a cluster of 2 separate species, C13H30N7OPS in total.

Values from the calculation:
- HOMO energy: -4.11 eV
- Gap between HOMO and LUMO: 0.092 Ha
- E_LUMO: -0.059 Eh

Last column: natural (NBO) charge in e.
Cartesian coordinates (Å):
S1 -4.84 0.08 2.59  0.25
P1 -4.23 1.61 -0.58  1.28
O1 6.07 0.41 -1.53  -0.94
N1 -1.05 -2.09 -1.37  -0.66
N2 -0.55 0.15 -1.58  -0.71
N3 -1.84 -1.63 4.03  -0.62
N4 -3.31 0.55 1.97  -0.44
N5 -1.85 1.35 0.63  -0.43
N6 -3.37 1.89 -1.85  -1.30
N7 0.52 -1.51 -3.09  -0.89
C1 4.49 -0.94 -2.65  -0.64
C2 0.32 0.97 1.80  -0.45
C3 0.83 -0.18 0.88  -0.40
C4 1.62 0.31 -0.32  -0.43
C5 5.29 1.25 -3.60  -0.63
C6 -0.37 -1.21 -1.99  0.58
C7 -2.78 -2.16 5.01  -0.42
C8 -1.80 -0.17 3.96  -0.26
C9 -3.12 1.11 0.80  0.10
C10 -2.07 0.40 2.62  0.10
C11 4.96 0.49 -2.29  0.14
C12 -1.18 0.89 1.75  0.21
C13 0.74 0.87 -1.45  -0.24
H1 -3.50 2.84 -2.19  0.39
H2 0.60 0.82 2.83  0.23
H3 1.31 0.87 -2.38  0.24
H4 4.23 -1.50 -1.75  0.18
H5 -2.43 0.29 4.73  0.22
H6 -5.10 0.54 -0.83  -0.02
H7 2.21 -0.52 -0.71  0.24
H8 2.27 1.13 0.00  0.24
H9 0.67 1.94 1.43  0.23
H10 -2.26 -2.25 5.97  0.20
H11 -3.12 -3.16 4.74  0.21
H12 4.40 1.31 -4.26  0.15
H13 -0.84 -2.99 -1.79  0.33
H14 -4.95 2.77 -0.22  -0.01
H15 -0.04 -2.03 -3.76  0.37
H16 5.60 2.27 -3.38  0.19
H17 -4.86 -1.22 2.23  0.14
H18 1.20 -2.19 -2.75  0.39
H19 4.05 1.01 -1.86  0.03
H20 0.49 1.92 -1.25  0.17
H21 -0.01 -0.81 0.60  0.22
H22 1.47 -0.80 1.52  0.23
H23 -1.42 1.78 -0.18  0.49
H24 5.27 -1.49 -3.18  0.20
H25 6.09 0.75 -4.15  0.19
H26 3.59 -0.92 -3.30  0.15
H27 -3.64 -1.50 5.19  0.17
H28 -1.97 -2.04 3.11  0.37
H29 -1.03 0.60 -2.36  0.40
H30 -0.78 0.15 4.22  0.22



Energies in kJ/mol, measured from the most stable structure: arrangement w 825.3; arrangement x 0.0.



Arrangement w

Density functional theory data (ωB97M-V with the def2-TZVPD basis set) for a cluster of 12 separate species, C4H32O14 in total.

Values from the calculation:
- HOMO energy: -9.20 eV
- Gap between HOMO and LUMO: 0.318 Ha
- E_LUMO: -0.020 Eh
- SMILES: OCCO.OCCO.O.O.O.O.O.O.O.O.O.O

Last column: natural (NBO) charge in e.
Cartesian coordinates (Å):
O1 -10.75 -14.24 -12.86  -0.70
O2 -16.93 -16.74 -12.71  -0.73
O3 -10.58 -15.03 -9.25  -0.98
O4 -15.52 -15.26 -8.76  -0.99
O5 -13.86 -13.30 -14.50  -0.72
O6 -15.11 -13.20 -11.75  -0.96
O7 -13.63 -16.78 -7.36  -0.97
O8 -13.60 -11.76 -9.88  -0.94
O9 -13.12 -14.79 -10.16  -1.00
O10 -13.48 -17.57 -11.94  -0.72
O11 -10.20 -12.54 -10.32  -0.94
O12 -11.50 -15.15 -6.53  -1.00
O13 -12.74 -13.01 -7.61  -0.98
O14 -12.11 -17.36 -9.54  -0.97
C1 -12.51 -13.33 -14.26  -0.10
C2 -15.87 -17.65 -12.48  -0.07
C3 -14.66 -16.81 -11.92  -0.07
C4 -12.04 -13.76 -12.86  -0.09
H1 -12.42 -14.40 -9.65  0.49
H2 -14.14 -12.42 -14.66  0.48
H3 -14.61 -12.88 -11.00  0.48
H4 -11.52 -16.60 -9.45  0.48
H5 -12.18 -15.78 -6.78  0.49
H6 -12.92 -12.59 -8.45  0.49
H7 -10.41 -14.97 -8.35  0.49
H8 -12.63 -17.28 -8.75  0.48
H9 -13.03 -11.19 -10.32  0.48
H10 -16.28 -15.69 -9.15  0.49
H11 -14.31 -11.19 -9.57  0.50
H12 -14.94 -15.02 -9.50  0.51
H13 -10.11 -14.24 -9.56  0.49
H14 -15.53 -17.99 -13.38  0.16
H15 -14.53 -15.90 -12.47  0.17
H16 -16.26 -18.46 -11.94  0.18
H17 -10.53 -12.16 -9.50  0.48
H18 -12.72 -17.02 -11.95  0.47
H19 -12.90 -15.70 -10.18  0.49
H20 -14.90 -16.62 -10.92  0.14
H21 -10.22 -13.56 -12.48  0.47
H22 -12.22 -14.05 -15.01  0.18
H23 -11.81 -14.28 -6.81  0.48
H24 -16.76 -16.18 -13.45  0.47
H25 -14.48 -13.30 -12.42  0.47
H26 -14.22 -17.29 -6.75  0.49
H27 -11.94 -12.44 -14.52  0.15
H28 -12.70 -14.57 -12.46  0.19
H29 -9.27 -12.32 -10.27  0.48
H30 -14.26 -16.22 -7.74  0.50
H31 -13.54 -13.46 -7.40  0.48
H32 -12.13 -12.88 -12.16  0.14



Arrangement x

Density functional theory data (ωB97M-V with the def2-TZVPD basis set) for a cluster of 14 separate species, C4H32O14 in total.

Values from the calculation:
- HOMO energy: -8.90 eV
- Gap between HOMO and LUMO: 0.320 Ha
- E_LUMO: -0.008 Eh

Last column: natural (NBO) charge in e.
Cartesian coordinates (Å):
O1 -1.41 0.55 0.90  -1.03
O2 1.39 -2.64 -1.53  -0.98
O3 0.39 1.43 -3.90  -1.00
O4 -1.61 3.01 -3.43  -1.00
O5 1.77 -1.10 -3.70  -0.96
O6 3.04 -0.68 2.97  -0.68
O7 -1.40 -2.10 0.75  -0.98
O8 -0.26 1.89 2.89  -0.97
O9 -2.57 0.34 -1.60  -0.99
O10 -1.96 3.97 -0.94  -0.99
O11 -4.06 0.65 0.95  -0.98
O12 -0.76 4.11 1.47  -0.99
O13 3.63 -3.03 0.39  -0.94
O14 -0.13 -4.32 1.12  -0.97
C1 0.93 -1.45 3.20  -0.53
C2 1.84 -0.92 2.37  0.27
C3 1.73 0.66 0.52  -0.33
C4 1.71 -0.60 0.92  -0.30
H1 -4.05 0.57 -0.01  0.51
H2 0.36 -4.01 1.89  0.49
H3 -2.41 2.99 -3.97  0.49
H4 -1.87 -0.24 -1.28  0.50
H5 -1.39 -3.02 1.09  0.51
H6 0.50 -4.53 0.42  0.49
H7 0.54 1.37 2.70  0.48
H8 -1.25 -0.40 1.03  0.51
H9 1.77 1.56 1.14  0.20
H10 -0.45 3.23 1.83  0.51
H11 -0.53 -2.05 0.30  0.48
H12 2.10 -1.99 -1.55  0.48
H13 2.46 -1.48 -3.17  0.45
H14 1.72 0.96 -0.50  0.21
H15 4.48 -2.81 -0.01  0.47
H16 3.70 -0.45 2.30  0.48
H17 -2.30 1.00 -2.23  0.49
H18 -0.11 -1.56 2.88  0.21
H19 -1.35 4.38 2.20  0.48
H20 1.76 -0.13 -3.59  0.51
H21 -0.10 0.65 -4.18  0.46
H22 -0.32 2.02 -3.54  0.50
H23 1.61 -1.45 0.24  0.23
H24 3.29 -3.70 -0.20  0.48
H25 1.18 -1.71 4.22  0.22
H26 1.10 -2.96 -2.39  0.50
H27 -1.58 3.76 -0.03  0.52
H28 -0.91 1.29 2.46  0.51
H29 -2.32 0.89 0.91  0.52
H30 -4.73 0.08 1.32  0.49
H31 -1.81 3.24 -2.48  0.52
H32 -1.37 4.71 -1.14  0.47



Energies in kJ/mol, measured from the most stable structure: arrangement w 30.4; arrangement x 0.0.